P:
Molecular formula: C5H17N2O
Method: DFT, the ωB97M-V functional and the def2-TZVPD basis

```
! wB97M-V def2-TZVPD RIJCOSX def2/J DEFGRID3
* xyz 2 2
N 0.9232 0.8772 0.4259
C 0.8947 -0.5622 -0.1108
C 0.9594 -1.4742 1.0482
C 2.1531 -1.2500 2.0336
C -0.3943 -1.6238 1.8620
C -0.1636 -0.7547 -1.1883
N -1.2184 0.2674 -1.2997
H 2.0302 1.0423 0.6465
H 0.3471 0.8940 1.4155
H 0.3792 1.6659 -0.1665
H 1.7916 -0.8373 -0.7226
H 0.9553 -2.4326 0.5107
H 2.4573 -2.2025 2.3460
H 1.9346 -0.6390 2.9399
H 3.0011 -0.8950 1.5394
H -0.4122 -0.5998 2.4316
H -0.3373 -2.5152 2.5352
H -1.3490 -1.6817 1.3048
H -0.7316 -1.7931 -1.4321
H 0.3404 -0.6439 -2.1658
H -1.9646 0.0944 -2.0151
H -1.7968 0.4687 -0.4795
H -4.0331 4.8115 -4.1089
H -2.6564 5.2722 -3.4963
O -3.1099 4.5117 -3.8537
*
```

* LUMO (alpha / beta): -7.94 / -13.13 eV
* HOMO-LUMO gap (alpha / beta): 7.957 / 2.741 eV
* highest occupied orbital energy (alpha / beta): -15.89 / -15.87 eV

Q:
Molecular formula: C5H17N2O
Method: DFT, the ωB97M-V functional and the def2-TZVPD basis

```
! wB97M-V def2-TZVPD RIJCOSX def2/J DEFGRID3
* xyz 2 2
C -0.1095 -0.0325 1.3442
C 0.5542 1.3137 1.3811
C -1.5797 -0.0257 1.0211
C -2.0021 0.4513 -0.3859
C -1.7331 -0.5446 -1.4424
N -0.5006 -1.1923 -1.2273
N 3.2470 -0.9776 0.3468
H 0.4151 -0.5683 0.5206
H -0.0010 -0.4538 2.3595
H 0.6992 1.4475 0.2125
H 0.0124 2.1079 1.8585
H -2.1059 0.6600 1.6860
H -1.9743 -1.0244 1.1890
H -3.0499 0.7380 -0.3784
H -1.5069 1.4030 -0.5759
H -1.6501 0.0730 -2.3882
H -2.5300 -1.2408 -1.6148
H 0.3111 -0.5075 -1.3146
H 1.5652 1.2240 1.7854
H 3.3630 -1.3651 -0.5998
H 4.0133 -1.1810 0.9999
H 2.7968 -0.0646 0.3019
H 1.2321 1.1119 -1.9806
H -0.3570 -1.9897 -1.8948
O 0.8908 0.6375 -1.2040
*
```

* LUMO (alpha / beta): -12.40 / -13.04 eV
* HOMO-LUMO gap (alpha / beta): 5.736 / 5.098 eV
* highest occupied orbital energy (alpha / beta): -18.14 / -18.14 eV

R:
Molecular formula: C5H17N2O
Method: DFT, the ωB97M-V functional and the def2-TZVPD basis

```
! wB97M-V def2-TZVPD RIJCOSX def2/J DEFGRID3
* xyz 2 2
C 1.3027 -0.3078 0.8921
N 0.7722 0.6623 1.8498
C 0.6373 2.0199 1.3822
C 0.1905 -0.6094 -0.1454
N 0.5406 -0.1239 -1.6015
C -1.3499 -2.3137 -1.0156
C -0.1127 -2.1308 -0.1680
H 2.2459 0.0084 0.3934
H 1.6823 -1.1913 1.4123
H 1.2481 0.6015 2.7469
H 0.0828 2.5234 2.2093
H -0.0297 2.0267 0.4700
H 1.5216 2.6200 1.0709
H -0.7717 -0.0704 0.1958
H 1.2270 0.6395 -1.4674
H -0.3316 0.1809 -2.0336
H 0.9181 -0.9671 -2.0145
H -1.3667 -1.8761 -1.9891
H -2.1312 -1.8024 -0.4361
H -1.7056 -3.3728 -1.0232
H -0.2721 -2.5024 0.8984
H 0.7824 -2.7107 -0.4782
H -2.2356 2.2022 -0.0695
H -1.4796 3.1366 -0.9807
O -1.5695 2.1550 -0.7655
*
```

* LUMO (alpha / beta): -6.73 / -12.15 eV
* HOMO-LUMO gap (alpha / beta): 12.610 / 7.186 eV
* highest occupied orbital energy (alpha / beta): -19.34 / -19.33 eV

It is Q that is the least stable of them.

P:
Molecular formula: CH6N2
Method: DFT, the ωB97M-V functional and the def2-TZVPD basis

```
! wB97M-V def2-TZVPD RIJCOSX def2/J DEFGRID3
* xyz 0 1
N -0.3430 -1.0098 -0.6450
C 0.5962 -0.1163 -0.0101
N 0.0203 0.9582 0.8085
H -1.1504 -1.1915 -0.0727
H -0.5899 -0.8024 -1.5967
H 1.2642 -0.6783 0.6385
H 1.1943 0.4058 -0.7557
H -0.2074 1.7978 0.2987
H -0.7844 0.6364 1.3347
*
```

* SMILES: NCN
* LUMO: 1.23 eV
* HOMO-LUMO gap: 10.152 eV
* highest occupied orbital energy: -8.92 eV

Q:
Molecular formula: CH6N2
Method: DFT, the ωB97M-V functional and the def2-TZVPD basis

```
! wB97M-V def2-TZVPD RIJCOSX def2/J DEFGRID3
* xyz 0 1
N 1.0850 -0.1945 -0.3132
C -0.2947 0.4963 -0.3439
N -1.1720 -0.1547 0.6825
H 1.6128 -0.0018 -1.1228
H 1.4594 -0.8574 0.3784
H -0.1630 1.5912 -0.2769
H -0.6592 0.2469 -1.3123
H -1.0151 -1.1806 0.6046
H -0.8530 0.0547 1.7036
*
```

* SMILES: NCN
* LUMO: 1.28 eV
* HOMO-LUMO gap: 9.957 eV
* highest occupied orbital energy: -8.68 eV

It is Q that is the least stable of them.

P:
Molecular formula: CH6N2
Method: DFT, the ωB97M-V functional and the def2-TZVPD basis

```
! wB97M-V def2-TZVPD RIJCOSX def2/J DEFGRID3
* xyz 0 1
C 0.9686 -0.2213 -0.2961
N -1.2482 -0.2317 -0.0920
N -0.2598 0.6326 -0.2876
H 1.0216 -0.9575 0.4020
H 0.9771 -0.6414 -1.2832
H 1.8019 0.5342 -0.5198
H -2.2106 0.2248 0.0960
H -0.9888 -1.0844 0.5650
H -0.0617 1.7448 1.4158
*
```

* LUMO (alpha / beta): 0.23 / 0.68 eV
* HOMO-LUMO gap (alpha / beta): 8.066 / 9.612 eV
* highest occupied orbital energy (alpha / beta): -7.84 / -8.93 eV

Q:
Molecular formula: CH6N2
Method: DFT, the ωB97M-V functional and the def2-TZVPD basis

```
! wB97M-V def2-TZVPD RIJCOSX def2/J DEFGRID3
* xyz 0 1
N -0.0910 -0.9036 -0.8232
C 0.4541 0.3247 -0.2207
N -0.3196 0.7191 0.9532
H 0.5706 -1.5867 -1.1636
H -0.7779 -1.2763 -0.1902
H 1.4679 0.2171 0.1803
H 0.3940 1.1005 -0.9816
H -1.3162 0.7943 0.7767
H -0.0441 0.2361 1.7942
*
```

* SMILES: NCN
* LUMO: 1.30 eV
* HOMO-LUMO gap: 10.308 eV
* highest occupied orbital energy: -9.01 eV

It is P that is the least stable of them.

P:
Molecular formula: C4H13N3
Method: DFT, the ωB97M-V functional and the def2-TZVPD basis

```
! wB97M-V def2-TZVPD RIJCOSX def2/J DEFGRID3
* xyz 2 1
C -0.0429 0.7403 0.8396
C -1.0267 -0.2619 0.2439
C -0.0112 -0.4090 -0.9508
C -0.0603 0.5028 -2.0056
N 0.5341 0.4225 -3.2696
N 1.0377 -1.5407 -0.9475
N -0.4272 0.5250 3.4015
H 0.8743 0.3004 1.3066
H -0.2772 1.7850 0.9377
H -0.9903 -1.0321 1.1307
H -2.0347 0.0572 0.0195
H -0.7921 1.2913 -1.9424
H 1.4947 0.4730 -3.4990
H -0.2161 0.4794 -4.0271
H 1.5922 -1.6973 -1.7893
H 0.3764 -2.2385 -0.8554
H 1.6409 -1.4471 -0.1247
H -0.6756 1.5566 3.5453
H -1.2569 0.1473 3.8000
H 0.2611 0.3460 4.1867
*
```

* LUMO: -9.52 eV
* HOMO-LUMO gap: 8.155 eV
* highest occupied orbital energy: -17.68 eV

Q:
Molecular formula: C4H13N3
Method: DFT, the ωB97M-V functional and the def2-TZVPD basis

```
! wB97M-V def2-TZVPD RIJCOSX def2/J DEFGRID3
* xyz 2 1
C -1.4966 -0.0229 1.2427
C -1.0957 -0.3186 -0.2210
C 0.3981 -0.3654 -0.4552
C 1.0767 0.6086 -1.1112
N 2.5014 0.4535 -1.2230
N 1.2470 -1.5538 -0.2172
N -2.3903 1.1395 1.6245
H -0.4915 0.0533 1.7909
H -2.0775 -0.8615 1.8205
H -1.6361 0.4330 -0.7905
H -1.5536 -1.3122 -0.4671
H 0.5868 1.4168 -1.7172
H 3.0360 1.0165 -0.5741
H 2.8150 0.6541 -2.1704
H 2.1410 -1.0170 -0.5380
H 1.1790 -2.0993 0.6322
H 0.8812 -2.2335 -1.0037
H -2.1896 1.5240 2.5621
H -3.3974 0.8488 1.4669
H -2.0951 1.8923 0.9669
*
```

* SMILES: N/C=C(\[NH3+])CC[NH3+]
* LUMO: -6.89 eV
* HOMO-LUMO gap: 11.019 eV
* highest occupied orbital energy: -17.90 eV

It is P that is the least stable of them.

P:
Molecular formula: C4H13N3
Method: DFT, the ωB97M-V functional and the def2-TZVPD basis

```
! wB97M-V def2-TZVPD RIJCOSX def2/J DEFGRID3
* xyz 2 1
C -0.3415 0.1301 -1.0860
C -0.9887 -0.3957 -0.0310
C -0.0534 2.3243 -2.2008
C 0.5689 -0.9811 2.4587
N 1.6506 -1.6823 2.3863
N -0.9709 1.1910 -1.8919
N -0.3975 -1.3423 0.7605
H 0.5811 -0.3105 -1.4848
H -2.0889 -0.1471 0.1194
H 0.3598 2.7328 -1.2429
H 0.9137 1.8888 -2.6001
H -0.4945 3.1394 -2.8857
H -0.0380 -1.3883 3.3271
H 0.5497 0.1169 2.4681
H 1.9982 -2.4957 2.8713
H 2.4580 -1.2257 1.9047
H -1.3028 0.8563 -2.7982
H -1.7691 1.6907 -1.3899
H 0.3685 -2.0103 0.3751
H -1.0034 -2.0914 0.9401
*
```

* LUMO: -7.71 eV
* HOMO-LUMO gap: 10.428 eV
* highest occupied orbital energy: -18.14 eV

Q:
Molecular formula: C4H13N3
Method: DFT, the ωB97M-V functional and the def2-TZVPD basis

```
! wB97M-V def2-TZVPD RIJCOSX def2/J DEFGRID3
* xyz 2 1
C 1.5416 0.8504 -0.0217
C -0.6084 1.8899 0.3908
C -1.6845 -0.3235 -0.8405
C -0.1965 -1.4526 0.8574
N 2.0901 -0.4234 -0.5171
N 0.2375 0.7790 0.0725
N -0.4262 -0.4176 -0.1324
H 2.0736 1.6400 0.4085
H 0.1364 2.5123 0.8205
H -1.4104 1.4796 1.0541
H -1.2194 2.3818 -0.4622
H -1.4503 0.3883 -1.6198
H -1.9716 -1.3754 -0.9883
H -2.4944 0.1239 -0.2174
H -1.0917 -2.0716 0.8653
H 0.5232 -2.2045 0.6125
H -0.0078 -1.2724 1.9635
H 2.0053 -1.1063 0.3866
H 3.1260 -0.3452 -0.7689
H 1.3847 -0.8228 -1.2191
*
```

* SMILES: CN(C)/[N+](C)=C\[NH3+]
* LUMO (alpha / beta): -9.98 / -9.98 eV
* HOMO-LUMO gap (alpha / beta): 8.842 / 8.842 eV
* highest occupied orbital energy (alpha / beta): -18.82 / -18.82 eV

It is Q that is the least stable of them.

P:
Molecular formula: C2H11NO4
Method: DFT, the ωB97M-V functional and the def2-TZVPD basis

```
! wB97M-V def2-TZVPD RIJCOSX def2/J DEFGRID3
* xyz 0 1
C -0.7232 0.9987 -2.0028
N -1.9169 0.7630 -1.4649
C -2.2368 -0.3617 -0.4374
O -0.0532 1.8821 -2.4405
H -0.2030 0.0642 -2.1435
H -2.6634 1.4342 -1.5667
H -1.4381 -1.0828 -0.3182
H -3.1696 -0.8704 -0.8148
H -2.3957 0.0313 0.6236
H 1.8989 -1.0631 0.7860
H 1.3176 -2.0139 -0.2430
O 1.2776 -1.7937 0.7410
H 0.8927 2.0606 -1.0496
H 1.5386 2.3630 0.3560
O 1.3409 1.5329 -0.2626
H 2.0970 -0.6329 3.8302
H 1.9282 -1.8757 2.8868
O 2.5084 -1.4358 3.5203
*
```

* SMILES: CNC=O.O.O.O
* LUMO: 0.56 eV
* HOMO-LUMO gap: 10.675 eV
* highest occupied orbital energy: -10.12 eV

Q:
Molecular formula: C2H11NO4
Method: DFT, the ωB97M-V functional and the def2-TZVPD basis

```
! wB97M-V def2-TZVPD RIJCOSX def2/J DEFGRID3
* xyz 0 1
O 1.0088 -3.4424 1.5076
C 1.2886 -2.2753 1.5558
C 0.3630 -1.1553 1.2374
N 0.2527 -0.7326 -0.1366
H 2.3451 -1.9814 1.6955
H -0.6314 -1.4606 1.5929
H 0.6003 -0.3038 1.8997
H -0.1080 -1.4783 -0.8607
H 1.1010 -0.4386 -0.6410
H -1.4056 1.7474 -1.9423
H -0.3887 2.2765 -0.9856
O -0.7755 2.4824 -1.8702
H 2.0548 1.6107 -0.8918
H 1.9795 0.9786 -2.2314
O 2.2840 0.7704 -1.3381
H -3.3170 0.4166 0.1193
H -3.0738 1.8898 0.5545
O -3.5776 1.0961 0.7351
*
```

* SMILES: NCC=O.O.O.O
* LUMO: 0.13 eV
* HOMO-LUMO gap: 9.427 eV
* highest occupied orbital energy: -9.29 eV

R:
Molecular formula: C2H11NO4
Method: DFT, the ωB97M-V functional and the def2-TZVPD basis

```
! wB97M-V def2-TZVPD RIJCOSX def2/J DEFGRID3
* xyz 0 1
O -2.2915 0.4415 -1.9838
C -1.2482 -0.1539 -1.9575
C -0.1791 0.1366 -0.8835
N -0.7873 0.7774 0.2979
H -1.0901 -1.0712 -2.5445
H 0.3923 -0.7486 -0.3555
H 0.7271 0.6537 -1.1948
H -0.5528 1.7825 0.3043
H -1.7961 0.7341 0.3346
H 0.7282 -4.1169 -2.6715
H 1.7555 -3.2424 -2.4332
O 0.7848 -3.2577 -2.3489
H 0.2974 -0.6529 3.3312
H -0.4269 0.1306 2.2806
O -0.4938 -0.1639 3.2467
H 1.5916 3.2236 1.5458
H 0.8694 2.7794 2.6972
O 1.7194 2.7481 2.3350
*
```

* SMILES: NCC=O.O.O.O
* LUMO: 0.45 eV
* HOMO-LUMO gap: 10.288 eV
* highest occupied orbital energy: -9.84 eV

It is R that is the least stable of them.

P:
Molecular formula: C7H14O3
Method: DFT, the ωB97M-V functional and the def2-TZVPD basis

```
! wB97M-V def2-TZVPD RIJCOSX def2/J DEFGRID3
* xyz 0 1
C -2.1567 0.4114 -0.4530
C 0.1407 -0.7394 -0.0104
C 0.3560 0.4540 -0.5892
C -2.4297 1.7217 0.2062
C 3.8107 -0.3384 0.1616
C 0.1293 -0.9942 1.4540
C 2.6796 -0.6511 -0.8072
O -2.4464 0.4758 -1.8107
O -2.7350 -0.6942 0.1641
O 2.8292 -1.1720 -1.8700
H -2.3324 -0.4087 -2.1804
H -3.7057 -0.5779 0.2069
H -0.0554 -1.5915 -0.6522
H 0.5571 1.3332 0.0087
H 0.3337 0.5710 -1.6622
H -1.9208 2.5330 -0.3140
H -2.1007 1.6964 1.2448
H -3.5124 1.9419 0.1957
H 4.7764 -0.6903 -0.2198
H 3.8390 0.7421 0.3214
H 3.5905 -0.8005 1.1260
H 0.3914 -0.1021 2.0245
H -0.8691 -1.3262 1.7494
H 0.8308 -1.7939 1.7060
*
```

* LUMO (alpha / beta): 0.67 / 0.61 eV
* HOMO-LUMO gap (alpha / beta): 7.193 / 7.387 eV
* highest occupied orbital energy (alpha / beta): -6.53 / -6.77 eV

Q:
Molecular formula: C7H14O3
Method: DFT, the ωB97M-V functional and the def2-TZVPD basis

```
! wB97M-V def2-TZVPD RIJCOSX def2/J DEFGRID3
* xyz 0 1
C 2.5730 -0.4017 -1.2585
C 1.6986 0.5790 -0.5166
C 0.4087 0.9364 -1.2320
C -0.7389 1.3852 -0.3560
C -2.1337 1.3988 -1.0008
C -2.4879 0.3262 0.0352
O -1.1591 0.3720 0.5989
C 1.9797 0.9658 0.8756
O 2.4784 1.8153 -0.1381
H 3.1098 0.1001 -2.0762
H 3.3040 -0.8559 -0.5768
H 1.9552 -1.1735 -1.7375
H 0.6269 1.7502 -1.9428
H 0.0912 0.0757 -1.8399
H -0.4827 2.3100 0.1823
H -2.6801 2.3428 -0.9107
H -2.1526 1.0557 -2.0418
H -3.2407 0.6169 0.7799
H -2.7205 -0.6726 -0.3577
H 1.1714 1.3902 1.4829
H 2.7384 0.3808 1.4122
O 0.2421 -2.1832 0.6820
H -0.6114 -1.8154 1.0147
H 0.7800 -2.3495 1.4614
*
```

* SMILES: C[C@@]1(C[C@H]2CCO2)CO1.O
* LUMO: 0.83 eV
* HOMO-LUMO gap: 10.558 eV
* highest occupied orbital energy: -9.73 eV

It is P that is the least stable of them.

P:
Molecular formula: C2H12NO2S
Method: DFT, the ωB97M-V functional and the def2-TZVPD basis

```
! wB97M-V def2-TZVPD RIJCOSX def2/J DEFGRID3
* xyz 1 1
C 1.4680 -0.6300 -0.2252
C 1.3406 -1.5358 0.9546
S 0.6110 -3.1235 0.4162
N 0.0709 -0.0867 -0.5116
H 2.0184 0.2823 -0.0471
H 1.7582 -1.0851 -1.1596
H 2.3204 -1.6622 1.4043
H 0.6326 -1.1391 1.6784
H 0.1562 -3.4404 1.6341
H -0.6022 -0.8639 -0.4897
H -0.2101 0.5437 0.2416
H -0.0198 0.3196 -1.4360
H -1.3759 2.8588 1.2339
H 0.0210 2.5828 1.7133
O -0.7796 2.1240 1.4301
H -1.9558 2.0375 -2.7119
H -3.1934 1.4997 -1.9837
O -2.2603 1.3183 -2.1417
*
```

* LUMO: -3.08 eV
* HOMO-LUMO gap: 10.075 eV
* highest occupied orbital energy: -13.15 eV

Q:
Molecular formula: C2H12NO2S
Method: DFT, the ωB97M-V functional and the def2-TZVPD basis

```
! wB97M-V def2-TZVPD RIJCOSX def2/J DEFGRID3
* xyz 1 1
C -0.0362 -0.2367 -0.2007
C -0.5950 -1.6455 0.1423
S 0.8420 -2.7664 0.1338
N 0.6571 0.3676 1.0066
H -0.9755 0.3912 -0.5879
H 0.7380 -0.2956 -0.9954
H -1.0569 -1.9701 -0.9508
H -1.3708 -1.5598 0.9054
H 1.1038 -2.4976 -1.1921
H 1.0304 -0.2346 1.8013
H -0.1136 0.9679 1.4607
H 1.5712 0.9555 0.6335
H -2.5082 1.7096 2.9307
H -1.2659 1.5917 3.6927
O -1.5673 1.2368 2.7325
H 1.1912 2.1222 -3.8148
H 1.5760 0.6270 -3.7730
O 0.7797 1.2367 -3.9248
*
```

* LUMO: -3.60 eV
* HOMO-LUMO gap: 9.365 eV
* highest occupied orbital energy: -12.97 eV

It is Q that is the least stable of them.